93
Properties=species:S:1:pos:R:3:lowdin_charge:R:1 method="wB97M-V/def2-TZVPD" spin_multiplicity=1 total_charge=+1
Ti 1.5434 -2.9265 -0.7425 0.286
C -1.8925 -3.3149 3.5688 -0.050
C -1.3772 -2.0456 2.9777 -0.226
C -1.5271 -0.8301 3.5709 0.083
C -1.0152 0.3419 2.9625 -0.181
N -0.3807 0.2761 1.8210 0.198
N -0.2049 -0.9209 1.2553 -0.006
B 0.5980 -0.9387 -0.0860 -0.691
N 1.7375 0.1388 0.1006 -0.040
N 1.5189 1.3746 -0.3295 0.196
C 2.4876 2.2514 -0.2167 -0.179
C 3.7108 1.8973 0.3958 0.085
C 3.9247 0.6278 0.8501 -0.221
C 5.2088 0.1871 1.4696 -0.046
C 2.8653 -0.2947 0.6532 -0.557
S 2.9793 -1.9761 1.0545 0.756
C 2.1906 3.6293 -0.7952 -0.543
C 1.7490 3.4583 -2.2540 -0.038
C 1.0532 4.2652 0.0073 -0.037
C 3.4185 4.5356 -0.7461 -0.056
N -0.3244 -0.4079 -1.2369 -0.002
N -1.5517 0.0284 -0.9459 0.209
C -2.2456 0.5744 -1.9134 -0.191
C -1.6775 0.7512 -3.1998 0.073
C -0.4258 0.2978 -3.4902 -0.236
C 0.2248 0.4732 -4.8232 -0.035
C 0.2513 -0.3781 -2.4362 -0.568
S 1.7612 -1.2204 -2.5999 0.742
C -3.6773 0.9805 -1.6200 -0.550
C -3.9238 2.4091 -2.1224 -0.038
C -3.9657 0.9119 -0.1245 -0.051
C -4.5977 0.0041 -2.3662 -0.032
C -0.6585 -2.0675 1.7476 -0.568
S -0.3290 -3.5086 0.8835 0.793
C -1.0927 1.7275 3.5953 -0.540
C 0.3377 2.1440 3.9635 -0.033
C -1.6720 2.7207 2.5857 -0.042
C -1.9650 1.7240 4.8479 -0.057
H -2.3961 -3.1276 4.5142 0.087
H -1.0751 -4.0189 3.7305 0.085
H -2.5909 -3.7987 2.8845 0.089
H -2.0364 -0.7616 4.5220 0.120
H 4.5021 2.6288 0.4771 0.120
H 5.9242 1.0052 1.5070 0.087
H 5.6355 -0.6411 0.9016 0.089
H 5.0409 -0.1824 2.4825 0.091
H 0.8704 2.8164 -2.3208 0.067
H 2.5446 3.0189 -2.8583 0.094
H 1.4996 4.4319 -2.6774 0.092
H 0.1740 3.6239 -0.0051 0.065
H 0.7872 5.2277 -0.4303 0.092
H 1.3420 4.4333 1.0465 0.090
H 4.2526 4.1249 -1.3166 0.093
H 3.7531 4.7212 0.2754 0.088
H 3.1685 5.5021 -1.1830 0.093
H -2.2611 1.2410 -3.9684 0.130
H -0.5183 0.6381 -5.6013 0.090
H 0.8315 -0.3938 -5.0814 0.067
H 0.8929 1.3363 -4.8001 0.093
H -3.1640 3.0986 -1.7509 0.093
H -4.8939 2.7570 -1.7679 0.091
H -3.9397 2.4673 -3.2109 0.080
H -3.3142 1.5814 0.4340 0.062
H -3.8238 -0.0935 0.2695 0.082
H -5.0005 1.2092 0.0491 0.093
H -4.3870 -0.0066 -3.4367 0.084
H -5.6393 0.3005 -2.2373 0.093
H -4.4827 -1.0108 -1.9841 0.092
H 0.9786 2.1229 3.0819 0.071
H 0.7635 1.4787 4.7164 0.091
H 0.3391 3.1571 4.3668 0.091
H -1.1578 2.6520 1.6294 0.058
H -1.5662 3.7363 2.9696 0.093
H -2.7342 2.5356 2.4198 0.079
H -1.5210 1.1431 5.6579 0.089
H -2.9645 1.3348 4.6474 0.091
H -2.0817 2.7454 5.2098 0.094
N 0.0799 -5.3801 -1.7215 0.007
C -0.7071 -5.9980 -2.6101 -0.053
C -1.0503 -5.0690 -3.5684 -0.027
C -0.4079 -3.8956 -3.1698 -0.110
N 0.2701 -4.0867 -2.0427 -0.133
H 0.5152 -5.7495 -0.8863 0.131
H -0.9526 -7.0399 -2.5016 0.131
H -1.6630 -5.2223 -4.4367 0.106
H -0.3817 -2.9287 -3.6438 0.101
Cl 3.4242 -3.7239 -1.9401 0.073
C 2.6801 -5.1737 1.5704 -0.119
O 2.1275 -4.9468 0.2583 -0.373
H 3.7499 -4.9695 1.5566 0.093
H 2.4945 -6.2043 1.8687 0.094
H 2.1809 -4.4937 2.2579 0.055
H 2.8320 -5.0537 -0.4161 -0.030

***

84
Properties=species:S:1:pos:R:3:lowdin_charge:R:1 method="wB97M-V/def2-TZVPD" spin_multiplicity=1 total_charge=+2
N -3.6885 -8.6711 -2.0273 0.077
C -4.4495 -8.0547 -1.1262 -0.114
C -4.1938 -6.7511 -0.7026 -0.004
C -3.1128 -6.0515 -1.2817 -0.217
C -2.3451 -6.7105 -2.2729 -0.004
C -2.6670 -8.0302 -2.5963 -0.114
C -2.8361 -4.7014 -0.8465 -0.012
Ca -2.1067 0.0998 0.5315 1.194
P 0.4029 5.5288 -2.6269 0.932
C -2.0472 -3.8577 -1.5620 -0.044
C -1.4645 -2.6875 -0.9796 -0.229
C -0.9062 -1.7392 -1.8558 -0.007
C -0.0363 -0.7989 -1.3412 -0.209
C 0.5287 -0.9756 -0.0406 -0.380
C -0.2393 -1.7338 0.8914 -0.177
C -1.2958 -2.5248 0.4305 -0.087
Br -0.5147 2.0779 -0.3413 0.115
H -3.3453 -4.3530 0.0522 0.121
H -1.8244 -4.0638 -2.6195 0.132
H -4.8380 -6.2779 0.0288 0.112
H -1.5087 -6.2103 -2.7786 0.111
H -5.2935 -8.6015 -0.6994 0.119
H -2.0715 -8.5925 -3.3298 0.122
H -1.0589 -1.8624 -2.9281 0.144
H -1.8356 -3.2415 1.0636 0.128
H 0.3069 0.0019 -1.9960 0.072
H 0.0456 -1.7273 1.9382 0.109
P 2.2901 -0.6241 0.1861 1.008
C -1.2448 4.8680 -2.1505 -0.506
C -2.4062 5.3882 -3.0029 -0.171
H -1.3977 5.1390 -1.0952 0.064
H -1.1955 3.7712 -2.1905 -0.036
H -3.3555 5.0548 -2.5656 0.064
H -2.4109 6.4838 -3.0373 0.067
H -2.3551 5.0107 -4.0314 0.066
C 1.1709 4.2322 -3.6833 -0.459
C 2.3928 4.6805 -4.4998 -0.167
H 0.3693 3.9197 -4.3686 0.073
H 1.4219 3.3920 -3.0208 0.046
H 2.6733 3.8699 -5.1851 0.065
H 2.1714 5.5681 -5.1047 0.071
H 3.2615 4.9018 -3.8699 0.061
C 1.4524 5.4756 -1.1060 -0.454
C 1.2301 6.7282 -0.2503 -0.178
H 2.4849 5.4685 -1.4865 0.070
H 1.2803 4.5461 -0.5528 0.021
H 1.7443 6.6336 0.7118 0.064
H 1.6403 7.6026 -0.7706 0.072
H 0.1669 6.9215 -0.0505 0.062
C 2.7586 0.4111 1.5704 -0.320
C 4.1477 0.0591 2.1186 -0.106
H 1.9416 0.3016 2.3144 0.082
H 2.7238 1.4523 1.2059 0.103
H 4.1076 -0.6976 2.9114 0.079
H 4.8463 -0.2999 1.3441 0.085
H 4.5748 0.9764 2.5559 0.097
C 2.8738 0.1574 -1.3196 -0.312
C 3.4005 -0.7615 -2.4162 -0.098
H 3.6166 0.9143 -1.0300 0.115
H 2.0285 0.7430 -1.6879 0.058
H 4.1252 -1.4870 -2.0321 0.077
H 2.5945 -1.2973 -2.9269 0.080
H 3.8995 -0.1412 -3.1640 0.093
C 2.9346 -2.2858 0.5220 -0.298
C 2.6123 -2.8062 1.9231 -0.118
H 4.0166 -2.2285 0.3370 0.099
H 2.4953 -2.9363 -0.2460 0.109
H 2.0188 -3.7194 1.8371 0.088
H 3.5278 -3.0686 2.4693 0.095
H 2.0500 -2.1064 2.5570 0.061
C -1.9486 0.8503 7.0896 -0.024
C -1.9055 0.8117 5.5929 -0.227
C -2.9456 0.2174 4.8810 -0.007
C -2.8705 0.1065 3.5036 -0.127
N -1.7913 0.5839 2.8097 -0.135
C -0.7833 1.1832 3.4936 -0.123
C -0.7923 1.2885 4.8766 0.014
H -2.8266 1.3759 7.4855 0.104
H -1.9897 -0.1631 7.5068 0.102
H -1.0648 1.3380 7.5031 0.088
H -3.8018 -0.2278 5.4032 0.138
H -3.6576 -0.3678 2.8944 0.111
H 0.0252 1.5808 2.8732 0.092
H 0.0686 1.7206 5.3840 0.129

***

82
Properties=species:S:1:pos:R:3:lowdin_charge:R:1 method="wB97M-V/def2-TZVPD" spin_multiplicity=1 total_charge=+1
C -3.0568 -0.0383 3.2809 -0.074
C -2.5770 -0.1067 1.8320 -0.377
C -3.4931 0.7028 0.9105 -0.057
C -2.4468 -1.5598 1.3657 -0.125
C -3.5958 -2.3473 1.3245 -0.032
C -3.5294 -3.6761 0.9225 -0.045
C -2.3106 -4.2287 0.5369 -0.022
C -1.1480 -3.4619 0.5338 -0.114
C 0.1773 -4.0986 0.1058 -0.373
C 0.0151 -5.1113 -1.0351 -0.072
C 0.8773 -4.7598 1.2893 -0.055
C -1.2153 -2.1231 0.9794 -0.085
N -0.0166 -1.3071 1.0173 -0.017
N 0.3634 -0.5920 -0.0648 0.194
N 1.5043 0.0350 0.3205 -0.021
C 2.2119 0.9243 -0.5880 -0.077
C 1.8934 2.2937 -0.6016 -0.122
C 0.7953 2.8972 0.2851 -0.378
C -0.3210 3.5282 -0.5527 -0.057
C 1.3748 3.9145 1.2689 -0.061
C 2.6138 3.1390 -1.4445 -0.024
C 3.6201 2.6320 -2.2623 -0.040
C 3.9130 1.2707 -2.2575 -0.021
C 3.2098 0.3991 -1.4269 -0.120
C 3.5631 -1.0943 -1.4539 -0.377
C 5.0095 -1.3301 -1.0172 -0.057
C 3.3026 -1.7069 -2.8332 -0.057
C 1.8453 -0.2867 1.6122 -0.218
C 3.0373 0.2538 2.2491 0.005
C 0.8809 -1.1486 2.0990 -0.277
C 0.7362 -1.7400 3.3345 -0.017
H -2.3803 -0.6045 3.9329 0.061
H -3.0813 0.9998 3.6336 0.075
H -4.0658 -0.4618 3.3766 0.082
H -1.5717 0.3273 1.7809 0.114
H -3.1276 0.6672 -0.1224 0.087
H -4.5162 0.3052 0.9261 0.080
H -3.5232 1.7537 1.2229 0.080
H -4.5468 -1.9016 1.6230 0.116
H -4.4303 -4.2855 0.9083 0.112
H -2.2585 -5.2743 0.2300 0.114
H 0.8078 -3.2755 -0.2609 0.117
H -0.5306 -4.6762 -1.8791 0.089
H 1.0003 -5.4272 -1.3981 0.082
H -0.5213 -6.0069 -0.6974 0.075
H 1.0782 -4.0314 2.0819 0.053
H 0.2429 -5.5522 1.7089 0.091
H 1.8268 -5.2067 0.9717 0.084
H 0.3599 2.0703 0.8603 0.114
H -0.7520 2.7899 -1.2385 0.087
H -1.1240 3.8995 0.0951 0.080
H 0.0635 4.3667 -1.1476 0.081
H 2.1624 3.4620 1.8833 0.066
H 1.8089 4.7679 0.7312 0.083
H 0.5922 4.2889 1.9394 0.082
H 2.3745 4.2055 -1.4415 0.119
H 4.1811 3.3032 -2.9080 0.113
H 4.6995 0.8614 -2.8967 0.120
H 2.9009 -1.5908 -0.7335 0.115
H 5.1921 -0.9083 -0.0215 0.068
H 5.2281 -2.4038 -0.9773 0.087
H 5.7083 -0.8592 -1.7211 0.083
H 2.2583 -1.5553 -3.1290 0.087
H 3.9458 -1.2459 -3.5936 0.081
H 3.4986 -2.7855 -2.8172 0.083
H 3.0769 -0.1656 3.2631 0.077
H 3.9665 -0.0340 1.7280 0.087
H 3.0128 1.3534 2.3379 0.082
H 1.5297 -1.5221 4.0370 0.008
H -0.1144 -2.3794 3.5290 0.040
C 1.2135 -0.2057 7.7749 0.001
N 0.0503 0.3007 7.0477 -0.206
C -1.2621 0.3007 7.6921 0.000
C 0.1811 0.7482 5.8286 0.159
H 0.8901 -0.4938 8.7775 0.098
H 1.6397 -1.0773 7.2587 0.113
H 1.9948 0.5642 7.8387 0.113
H -1.1432 -0.0836 8.7075 0.097
H -1.6775 1.3177 7.7220 0.113
H -1.9642 -0.3354 7.1344 0.112
H -0.6957 1.1391 5.3046 0.112
H 1.1734 0.7637 5.3697 0.107

***

Number 1: lowest unoccupied orbital energy -2.922 eV, frontier orbital gap 7.22 eV. Number 2: lowest unoccupied orbital energy -6.618 eV, frontier orbital gap 4.43 eV. Number 3: lowest unoccupied orbital energy -4.148 eV, frontier orbital gap 4.54 eV.